1.
C16H18FN3O2 in the gas phase, computed with ωB97M-V/def2-TZVPD.

Atoms and positions in Å:
N -2.880 0.389 3.000
C -1.664 0.622 2.454
O -0.817 -0.244 2.394
C -1.497 2.036 1.906
C -2.119 2.083 0.497
C -1.110 1.566 -0.519
N -0.011 2.508 -0.654
C 1.143 1.983 -1.370
C 2.029 1.120 -0.475
O 2.998 1.610 0.078
C 1.591 -0.241 -0.170
C 1.828 -0.813 1.063
N 1.253 -2.030 1.138
C 0.623 -2.304 -0.043
C -0.088 -3.434 -0.423
C -0.600 -3.476 -1.701
C -0.377 -2.404 -2.564
C 0.322 -1.273 -2.213
C 0.823 -1.201 -0.913
H 0.469 -0.492 -2.941
F -0.880 -2.488 -3.819
H -1.163 -4.325 -2.055
H -0.232 -4.257 0.261
H 1.182 -2.585 1.975
H 2.361 -0.385 1.889
H 1.737 2.838 -1.708
H 0.778 1.436 -2.237
C 0.300 3.223 0.576
C -0.012 2.419 1.837
H 0.581 1.503 1.830
H 0.273 2.995 2.718
H -0.282 4.154 0.583
H 1.356 3.493 0.572
H -1.580 1.462 -1.504
H -0.783 0.568 -0.195
H -3.022 1.471 0.458
H -2.392 3.108 0.244
H -2.043 2.724 2.559
H -3.592 1.095 3.043
H -3.093 -0.532 3.346

Results
- SMILES = NC(=O)C1CCN(CC(=O)c2c[nH]c3ccc(F)cc23)CC1
- energy (eV) = -28167.69698

---

2.
A molecular structure, C12H17N5O4SZn, computed with ωB97M-V/def2-TZVPD.

Atoms and positions in Å:
Zn 0.283 0.128 -1.278
S 2.617 0.990 -0.492
O 3.516 0.296 0.412
O 1.251 1.176 0.124
O 3.127 2.248 -1.008
O 2.205 0.050 -1.624
C 0.817 4.445 -1.961
C 0.381 3.094 -2.250
N 0.049 2.026 -2.492
H 0.499 5.181 -2.691
H 1.900 4.445 -1.837
H 0.411 4.693 -0.976
C 0.486 -3.709 1.406
C 0.302 -2.632 0.450
N 0.155 -1.784 -0.303
H 1.518 -3.811 1.733
H 0.209 -4.643 0.913
H -0.123 -3.523 2.288
C -0.279 -1.774 -5.536
C -0.296 -1.335 -4.146
N -0.308 -0.995 -3.055
H 0.566 -2.446 -5.672
H -0.098 -0.899 -6.162
H -1.228 -2.224 -5.810
C -3.696 1.178 1.250
C -2.592 0.863 0.334
N -1.753 0.654 -0.413
H -4.018 0.207 1.637
H -4.515 1.604 0.677
H -3.362 1.801 2.070
N 0.278 0.026 2.437
C -0.789 0.060 3.291
C -0.575 -0.814 4.327
C 0.730 -1.344 4.124
C 1.235 -0.792 2.974
H 0.441 0.693 1.680
H -1.610 0.739 3.136
H -1.211 -0.983 5.179
H 1.251 -2.069 4.730
H 2.222 -0.819 2.536

Results
- energy (eV) = -87614.09921

---

3.
C15H18N4O4 in the gas phase, computed with ωB97M-V/def2-TZVPD.

Atoms and positions in Å:
O -4.074 -0.669 0.046
C -3.857 0.421 -0.420
O -3.837 0.648 -1.733
H -3.975 -0.171 -2.234
C -3.588 1.680 0.366
C -2.146 2.161 0.154
C -1.129 1.305 0.917
N -1.267 -0.104 0.635
C -0.774 -0.671 -0.486
O -0.135 -0.046 -1.311
C -1.095 -2.154 -0.608
H -2.179 -2.267 -0.532
H -0.768 -2.494 -1.593
C -0.427 -2.991 0.488
H -0.900 -3.973 0.537
H -0.551 -2.505 1.457
C 1.068 -3.208 0.233
N 1.759 -1.972 -0.072
N 2.252 -1.897 -1.307
N 2.822 -0.884 -1.732
C 2.948 0.232 -0.943
C 3.544 1.383 -1.469
C 3.670 2.503 -0.680
C 3.214 2.502 0.640
C 2.625 1.378 1.172
C 2.486 0.234 0.385
C 1.837 -0.971 0.889
O 1.395 -1.135 2.010
H 2.261 1.352 2.188
H 3.323 3.392 1.242
H 4.126 3.396 -1.083
H 3.886 1.364 -2.491
H 1.524 -3.653 1.122
H 1.225 -3.858 -0.630
H -1.880 -0.643 1.225
H -0.121 1.610 0.618
H -1.239 1.445 1.994
H -1.911 2.127 -0.910
H -2.054 3.193 0.494
H -4.274 2.446 0.000
H -3.784 1.493 1.422

Results
- SMILES = O=C(O)CCCNC(=O)CCCn1nnc2ccccc2c1=O
- energy (eV) = -29998.20625

---

4.
A molecular structure, C35H16Cl73I2O5P, computed with ωB97M-V/def2-TZVPD.

Atoms and positions in Å:
C -0.307 2.110 2.989
C -0.877 1.818 1.462
O -0.937 2.911 0.652
O -1.255 0.454 0.964
C 0.034 -0.035 0.376
C 0.093 -1.691 0.268
C 1.505 -2.119 1.055
C 2.820 -1.556 0.545
C 4.221 -1.942 1.376
O 5.387 -2.218 0.775
C 3.994 -2.005 3.034
C 5.145 -1.426 4.051
C 4.779 -1.496 5.678
C 3.327 -2.108 6.233
P 3.108 -2.032 8.156
O 3.714 -0.439 8.590
Cl 4.389 -3.533 9.038
C 2.156 -2.713 5.204
C 0.745 -3.331 5.762
I 0.705 -5.546 5.813
C -0.607 -2.766 5.032
C -0.554 -1.196 4.568
I -2.214 -2.907 6.576
C 2.548 -2.633 3.592
C 1.505 -3.136 2.385
O 0.781 -4.256 2.436
H 0.872 1.943 3.054
H -0.832 1.480 3.824
H -0.463 3.253 3.287
H 0.868 0.347 1.139
H 0.275 0.505 -0.645
H -0.837 -2.168 0.834
H 0.102 -1.979 -0.865
H 2.801 -0.856 -0.395
H 6.157 -0.990 3.631
H 5.602 -1.052 6.410
H 3.765 -0.333 9.591
H 0.663 -3.002 6.906
H -1.002 -3.405 4.136
H -0.508 -1.093 3.380
H 0.267 -0.564 5.116
H -1.611 -0.727 4.863
C -2.392 -8.092 7.137
Cl -1.380 -7.192 8.296
Cl -3.501 -9.166 8.027
Cl -3.337 -6.943 6.157
Cl -1.350 -9.067 6.070
C 1.519 4.461 -2.109
Cl 1.909 2.827 -1.516
Cl 0.008 5.023 -1.351
Cl 2.844 5.576 -1.690
Cl 1.316 4.418 -3.879
C -2.978 4.144 -3.779
Cl -4.594 3.520 -4.195
Cl -2.342 3.255 -2.373
Cl -1.882 3.924 -5.166
Cl -3.094 5.877 -3.383
C 7.018 -3.473 12.343
Cl 8.030 -2.574 13.501
Cl 5.909 -4.547 13.232
Cl 6.074 -2.324 11.362
Cl 8.060 -4.448 11.276
C -2.025 1.888 -8.793
Cl -2.400 2.668 -10.350
Cl -2.217 0.123 -8.951
Cl -0.346 2.264 -8.330
Cl -3.137 2.496 -7.541
C -5.937 2.939 0.079
Cl -5.924 4.175 -1.205
Cl -6.712 3.606 1.538
Cl -6.849 1.514 -0.479
Cl -4.263 2.462 0.460
C -6.512 -2.972 5.234
Cl -5.613 -1.478 5.598
Cl -6.921 -3.013 3.500
Cl -5.506 -4.385 5.640
Cl -8.010 -3.014 6.198
C 7.513 1.542 7.318
Cl 8.909 2.447 7.956
Cl 7.972 0.740 5.794
Cl 7.007 0.315 8.506
Cl 6.165 2.667 7.015
C -5.166 0.957 -12.662
Cl -6.678 0.073 -12.986
Cl -4.175 0.034 -11.503
Cl -4.262 1.166 -14.183
Cl -5.549 2.556 -11.974
C 1.924 -4.853 13.633
Cl 2.267 -3.720 14.965
Cl 0.161 -5.003 13.421
Cl 2.653 -4.239 12.128
Cl 2.613 -6.450 14.019
C -7.565 6.851 -4.291
Cl -7.552 8.087 -5.574
Cl -8.339 7.518 -2.831
Cl -8.476 5.425 -4.848
Cl -5.891 6.374 -3.909
C -6.522 0.371 -17.867
Cl -8.061 1.214 -18.174
Cl -6.592 -1.266 -18.567
Cl -5.187 1.281 -18.617
Cl -6.249 0.255 -16.110
C 4.969 5.199 -5.405
Cl 5.331 4.233 -3.953
Cl 6.350 5.125 -6.528
Cl 3.517 4.547 -6.206
Cl 4.677 6.892 -4.934
C 2.389 -7.708 9.810
Cl 2.014 -6.928 8.252
Cl 2.197 -9.472 9.651
Cl 4.068 -7.332 10.273
Cl 1.277 -7.100 11.062
C -0.924 1.921 7.016
Cl -2.401 0.925 6.987
Cl 0.472 0.928 6.525
Cl -1.107 3.288 5.889
Cl -0.659 2.543 8.665
C -2.341 -0.114 -21.026
Cl -3.181 0.452 -22.492
Cl -1.089 -1.298 -21.479
Cl -1.580 1.272 -20.205
Cl -3.515 -0.883 -19.928
C -0.293 1.097 -25.045
Cl 0.129 1.805 -26.624
Cl 1.167 0.405 -24.295
Cl -0.962 2.364 -23.985
Cl -1.508 -0.186 -25.274
C 5.259 6.329 8.231
Cl 3.746 5.444 7.907
Cl 6.249 5.406 9.390
Cl 6.163 6.537 6.710
Cl 4.876 7.927 8.919

Results
- energy (eV) = -986395.79959

---

energy of number 2 (C12H17N5O4SZn)? -87614.09921 eV

---

Which formula does entry 4 have? C35H16Cl73I2O5P